No. 1
Density functional theory data (ωB97M-V/def2-TZVPD) for a cluster of 9 separate species, C45H108N5O13P in total.

## Properties
Multiplicity: 2
Charge: -1
Expectation value of S²: 0.7504
E in Eh: -3372.41988

```
172
Properties=species:S:1:pos:R:3:mulliken_charge:R:1
C -2.2625 -7.3737 -2.7974 -1.21
C -2.6231 -6.0808 -3.5566 -0.76
N -1.9357 -4.8332 -3.0789 1.22
C -2.1420 -3.7621 -4.0932 -0.74
C -1.4896 -3.9190 -5.4236 -0.82
C -2.2640 -4.3809 -1.7243 -1.18
C -1.2381 -3.4278 -1.1371 1.16
H -1.4440 -7.7996 -3.3778 0.28
H -2.9041 -8.2437 -2.9372 0.38
H -1.9849 -7.2803 -1.7475 0.23
H -2.3596 -6.1051 -4.6140 0.32
H -3.6653 -5.8070 -3.7209 0.54
H -3.2241 -3.6990 -4.2081 0.25
H -1.8958 -2.7943 -3.6563 0.26
H -1.7440 -3.1688 -6.1722 -0.12
H -0.4222 -4.0355 -5.2356 0.08
H -1.8410 -4.7845 -5.9853 0.48
H -2.4595 -5.1528 -0.9801 0.34
H -3.2757 -3.9822 -1.7985 0.29
H -0.7928 -2.6879 -1.8021 -0.69
H -0.3231 -3.9074 -0.7894 -0.25
H -1.6341 -2.8942 -0.2731 -0.17
C 6.9588 -2.4172 2.5348 -1.36
C 5.5124 -2.7736 2.0487 -0.06
N 4.4340 -2.1258 2.8858 0.03
C 3.1344 -2.2880 2.2088 -0.30
C 2.0444 -2.5066 3.3096 -0.74
C 4.6645 -0.6766 3.1768 -0.77
C 4.9127 0.2773 1.9382 -0.82
H 7.0597 -1.3325 2.4978 0.27
H 7.6580 -2.9075 1.8575 0.46
H 7.1657 -2.8476 3.5146 0.30
H 5.3683 -2.5391 0.9941 0.02
H 5.3448 -3.8453 2.1557 0.55
H 2.9298 -1.4763 1.5108 0.36
H 3.2535 -3.1630 1.5698 0.16
H 2.0251 -3.4411 3.8704 0.32
H 2.0330 -1.6088 3.9275 0.32
H 1.0862 -2.5990 2.7982 -0.36
H 5.5247 -0.5669 3.8372 0.42
H 3.8639 -0.2561 3.7853 0.30
H 5.2746 1.2696 2.2074 0.55
H 4.1077 0.4922 1.2355 -0.01
H 5.6644 -0.1202 1.2563 0.20
C 1.5327 -0.1495 -5.3778 -0.69
C 0.3684 0.3870 -6.1584 -0.81
N -0.9328 0.2415 -5.5207 1.19
C -1.1715 0.9398 -4.2281 0.22
C -1.2494 2.4784 -4.3664 -1.17
C -2.1041 0.1627 -6.3781 -0.60
C -2.1031 -0.6727 -7.6529 -1.62
H 2.4469 -0.1402 -5.9714 0.56
H 1.2543 -1.1785 -5.1501 0.14
H 1.8934 0.4509 -4.5426 -0.14
H 0.5616 1.4052 -6.4959 0.26
H 0.4360 -0.0858 -7.1382 0.50
H -2.0516 0.4489 -3.8125 0.58
H -0.3388 0.7873 -3.5415 -0.63
H -0.2278 2.8577 -4.3915 0.14
H -1.8353 2.8271 -5.2168 0.39
H -1.7189 2.8801 -3.4686 0.07
H -2.5135 1.1479 -6.6015 0.27
H -2.8835 -0.2513 -5.7385 0.39
H -1.6045 -0.0335 -8.3816 0.43
H -3.0747 -0.9961 -8.0263 0.38
H -1.4597 -1.5471 -7.5539 0.34
C -5.2661 2.7003 -0.3738 -1.50
C -4.2261 3.8578 -0.0388 -0.73
N -3.5857 3.5032 1.2404 0.77
C -2.3695 4.2816 1.4817 0.01
C -1.1939 3.8034 0.5775 -2.35
C -4.4796 3.5449 2.4275 -0.81
C -4.8901 4.9530 2.8765 -0.76
H -4.7476 1.8426 -0.8022 0.31
H -6.1260 3.1183 -0.8972 0.43
H -5.8063 2.1684 0.4094 0.38
H -3.6057 3.9504 -0.9302 0.37
H -4.6191 4.8688 0.0685 0.43
H -1.8895 4.0566 2.4340 0.30
H -2.4294 5.3699 1.4819 -0.31
H -0.2215 3.7519 1.0672 0.42
H -1.1339 4.1729 -0.4462 0.90
H -1.2753 2.7705 0.2390 0.49
H -5.3569 2.9053 2.3306 0.48
H -3.9152 3.0729 3.2317 0.37
H -5.4588 4.7848 3.7910 0.45
H -4.0886 5.6891 2.9391 -0.09
H -5.4847 5.2364 2.0080 0.28
C -2.1777 -2.3754 3.9604 -0.92
C -2.9433 -3.4167 3.1266 -0.01
N -2.6039 -4.8114 3.4687 0.24
C -1.1404 -5.0906 3.3156 -1.49
C -0.5125 -4.9850 1.9695 0.12
C -3.4373 -5.8141 2.9383 -0.22
C -4.7466 -5.8652 3.6953 -1.31
H -2.4405 -2.4524 5.0155 0.31
H -2.4913 -1.3614 3.7122 0.40
H -1.1017 -2.4265 3.7941 -0.07
H -3.9615 -3.1775 3.4332 0.37
H -2.7855 -3.2372 2.0631 0.01
H -0.6791 -4.3532 3.9725 0.40
H -0.9102 -6.0588 3.7602 0.41
H -0.6045 -3.9760 1.5677 -0.36
H 0.4865 -5.4042 1.8498 0.51
H -1.0011 -5.6301 1.2392 0.26
H -2.9542 -6.7906 2.9056 0.49
H -3.6317 -5.7961 1.8659 -0.01
H -5.2460 -4.9070 3.8387 0.28
H -4.5675 -6.1796 4.7236 0.31
H -5.4509 -6.6133 3.3316 0.41
C 1.1865 3.5611 4.0373 -0.14
C 0.9774 4.2279 5.3720 -0.72
O 1.2998 5.5642 5.1559 -0.09
P 0.2251 6.8346 5.0746 1.13
O -0.6857 6.9502 6.3072 -0.80
O 1.1551 8.1328 4.7709 -0.25
C 2.3138 7.9102 3.9303 -0.10
C 3.4713 8.5274 4.5854 -1.57
O -0.5237 6.5106 3.7112 0.46
C -1.3112 7.3996 2.9076 -0.26
C -0.6768 7.7509 1.6171 -1.72
H 1.4123 2.5008 4.1509 0.40
H 0.2832 3.7673 3.4632 -0.44
H 1.9661 4.0872 3.4863 0.22
H -0.0602 4.0324 5.6425 0.31
H 1.5770 3.7713 6.1595 0.37
H 2.5252 6.8684 3.6895 0.28
H 2.0690 8.4795 3.0336 0.12
H 3.7455 8.1129 5.5556 0.36
H 4.4214 8.4516 4.0566 0.48
H 3.2780 9.5890 4.7391 0.31
H -2.3411 7.0468 2.8531 0.02
H -1.5191 8.3834 3.3283 0.32
H -1.1993 8.2378 0.7937 0.65
H 0.2343 8.3354 1.7455 0.39
H -0.3226 6.8094 1.1975 -0.06
C 1.5873 3.4530 -1.0136 -1.75
O 2.1183 2.6529 -2.0873 0.72
C 3.4584 2.3718 -2.1323 0.21
O 4.2822 2.0498 -1.2839 -0.35
O 3.6912 2.5423 -3.4341 0.37
C 5.0139 2.3704 -4.0006 -1.16
H 0.5363 3.1741 -0.9387 -0.29
H 1.5522 4.5405 -1.0780 0.70
H 1.9217 3.2261 -0.0012 0.26
H 5.6492 1.7200 -3.3994 0.34
H 5.3609 3.4006 -4.0802 0.30
H 4.8110 2.0309 -5.0164 0.27
C -0.9040 0.5036 1.8869 0.36
O -0.8867 0.0571 0.5135 -0.38
C 0.2774 -0.0470 -0.0855 0.37
O 1.3695 0.3905 0.3847 -0.48
O 0.1491 -0.6225 -1.2804 0.05
C 1.2582 -0.8911 -2.0980 -0.17
H -0.2759 -0.1167 2.5264 0.04
H -1.9623 0.5083 2.1477 0.01
H -0.6051 1.5516 1.9094 -0.11
H 0.8338 -1.1318 -3.0727 -0.15
H 1.8362 -1.7414 -1.7359 0.19
H 1.9799 -0.0755 -2.1424 0.07
C 0.9620 -6.1165 -3.2690 -0.62
O 1.7473 -4.9772 -3.2036 -0.24
C 2.3920 -4.5751 -2.0545 0.82
O 2.4402 -5.0764 -0.9563 -0.61
O 3.2822 -3.5252 -2.3110 -0.27
C 4.3434 -3.1679 -1.4304 -0.61
H 0.5467 -6.2371 -4.2696 0.25
H 0.1549 -6.1179 -2.5365 0.12
H 1.6030 -6.9896 -3.1465 0.46
H 4.0942 -3.4423 -0.4054 0.13
H 4.2868 -2.0858 -1.5490 0.28
H 5.3446 -3.5176 -1.6823 0.30
```

No. 2
Density functional theory data (ωB97M-V/def2-TZVPD) for a cluster of 3 separate species, CH7O2S in total.

## Properties
Relative energy (zero: lowest compared OMol25 entry of this formula, charge and spin) in kJ/mol: 144.7
Charge: -1

```
11
Properties=species:S:1:pos:R:3:mulliken_charge:R:1
C -0.6468 1.8115 1.5367 -0.90
S 0.4815 1.3405 0.1251 -0.75
H -0.3003 2.4832 2.3114 0.29
H -1.6513 2.0978 1.1545 0.17
H -0.6228 1.0635 2.2746 0.22
H -2.4604 -1.3899 -0.5515 0.35
H -3.7676 -2.2620 -0.0722 0.31
O -2.8106 -2.2721 -0.3230 -0.66
H 2.7143 -1.3718 -0.5266 0.33
H 1.9876 -1.2489 -1.8902 0.34
O 2.8453 -1.6891 -1.4172 -0.70
```

No. 3
Density functional theory data (ωB97M-V/def2-TZVPD) for a structure of composition C26H29BCdF6N10O9S3.

## Properties
Relative energy (zero: lowest compared OMol25 entry of this formula, charge and spin) in kJ/mol: 93.5
Charge: -2

```
85
Properties=species:S:1:pos:R:3:mulliken_charge:R:1
Cd 0.9684 0.0143 -0.0950 3.24
C 2.0792 -1.6354 -3.1489 -1.19
C 0.7671 -2.0682 -2.5978 0.38
C 0.0084 -3.1795 -2.9936 -1.83
C -1.0725 -3.2146 -2.1372 1.08
C -2.1804 -4.2155 -2.0798 -1.31
N -0.9518 -2.1749 -1.2911 0.65
N 0.1605 -1.4642 -1.5824 1.09
B -1.8277 -1.8441 -0.0662 -2.33
N -2.3148 -0.3846 -0.1404 -0.26
N -1.4736 0.6731 -0.1624 1.71
C -2.2209 1.7659 -0.2073 0.25
C -1.6865 3.1609 -0.2073 -1.23
C -3.5830 1.4081 -0.2312 -1.71
C -3.5985 0.0305 -0.1838 1.04
C -4.7815 -0.8831 -0.1679 -1.52
N -1.0281 -2.0698 1.2350 -0.11
N -0.0489 -1.2257 1.6274 1.88
C 0.3748 -1.6310 2.8136 -0.01
C 1.4240 -0.9235 3.6049 -1.20
C -0.3449 -2.7756 3.2024 -1.73
C -1.2242 -3.0232 2.1693 0.95
C -2.2088 -4.1401 2.0435 -1.27
H 2.4121 -2.3523 -3.8987 0.38
H 2.0096 -0.6514 -3.6043 -0.02
H 2.8141 -1.5933 -2.3440 0.11
H 0.2315 -3.8697 -3.7911 0.44
H -2.0680 -4.9188 -2.9038 0.37
H -2.1574 -4.7715 -1.1412 0.15
H -3.1580 -3.7375 -2.1610 0.21
H -2.7795 -2.5665 -0.0594 -0.14
H -0.6061 3.1593 -0.2937 0.04
H -2.0968 3.7158 -1.0530 0.49
H -1.9771 3.6754 0.7123 0.04
H -4.4342 2.0698 -0.2759 0.45
H -5.6930 -0.2876 -0.2053 0.38
H -4.7694 -1.5592 -1.0248 0.22
H -4.7966 -1.4936 0.7367 0.23
H 1.8164 -0.0760 3.0492 -0.09
H 0.9963 -0.5606 4.5426 0.30
H 2.2461 -1.6002 3.8433 0.37
H -0.2201 -3.3492 4.1070 0.44
H -2.1594 -4.7593 2.9379 0.36
H -3.2292 -3.7707 1.9247 0.20
H -1.9781 -4.7634 1.1773 0.13
O 6.2825 -1.9974 2.8139 -0.71
C 5.3649 -1.6031 2.1183 0.43
C 4.5113 -2.4541 1.2236 0.11
O 4.6835 -3.6371 0.9751 -0.73
C 3.4342 -1.5824 0.7334 0.46
C 3.6637 -0.2528 1.2086 0.07
O 2.8534 0.7011 0.9568 0.11
C 4.8548 -0.1984 2.0364 0.04
O 5.3359 0.7868 2.5914 -0.78
O 2.4396 -1.8913 0.0315 -1.01
F 5.1468 0.7265 -3.7687 -0.24
C 4.4096 1.6828 -4.3293 0.54
F 3.8666 1.1880 -5.4522 -0.25
F 5.2297 2.6824 -4.6812 -0.25
S 3.0966 2.3028 -3.1239 0.91
O 3.1307 1.3685 -2.0433 -0.40
O 3.4755 3.6592 -2.8533 -0.72
N 1.8324 2.1824 -4.0905 -0.41
S 0.4798 2.5321 -3.3520 0.79
O 0.3636 2.0075 -2.0179 -0.65
O 0.0200 3.8747 -3.5628 -0.70
C -0.7560 1.5739 -4.3637 0.63
F -0.5903 0.2561 -4.3097 -0.22
F -1.9762 1.8670 -3.8925 -0.25
F -0.7075 1.9484 -5.6546 -0.26
C -3.5827 3.4744 3.2541 -0.85
C -2.4184 2.9177 4.0813 -0.58
C -1.1700 2.7870 3.2752 0.25
N -0.8039 1.7147 2.6821 -0.82
N 0.3448 1.8059 1.9762 0.59
C 0.9079 2.9842 2.0375 -0.11
N 2.0451 3.3366 1.4250 -0.26
S -0.0415 4.1214 3.0136 -0.28
H -4.4957 3.4943 3.8533 0.41
H -3.7471 2.8458 2.3780 0.08
H -3.3684 4.4906 2.9179 0.27
H -2.6692 1.9171 4.4360 0.28
H -2.2347 3.5591 4.9464 0.33
H 2.6150 2.5311 1.1227 0.26
H 2.5340 4.1570 1.7283 0.25
```